C18H16Cl3N3S2 | the ωB97M-V functional and the def2-TZVPD basis

Frontier orbital gap (eV): 8.9
Spin multiplicity: 1
HOMO level (eV): -8.704
Strongest force on any atom (eV/Å): 2.13
Relative energy (zero: lowest compared OMol25 entry of this formula, charge and spin) (kcal per mole): 0.0
SMILES string: Clc1ccc(SCCS[C@H](Cn2ccnc2)c2ccc(Cl)cc2Cl)nc1
Charge: 0
Lowest unoccupied orbital energy (eV): 0.17
Energy (eV): -82633.722

Element x y z (Å)
Cl: -6.7009 -1.3168 1.8894
C: -5.4164 -0.2027 2.3383
C: -5.7880 0.9839 2.9114
C: -4.7708 1.8513 3.2901
C: -3.4443 1.5636 3.0220
S: -2.1921 2.6823 3.5724
C: -1.1362 2.9190 2.1294
C: -0.0714 1.8336 2.0615
S: 1.0614 2.3025 0.7829
C: 1.9450 0.7463 0.3581
C: 3.3194 0.7592 0.9633
N: 4.1158 -0.4422 0.8100
C: 5.1522 -0.6373 -0.0652
C: 5.6457 -1.8802 0.2213
N: 4.9853 -2.4033 1.2813
C: 4.0412 -1.5527 1.6169
C: 2.0400 0.6314 -1.1365
C: 2.4306 1.7034 -1.9421
C: 2.4530 1.5790 -3.3173
C: 2.1036 0.4043 -3.9428
Cl: 2.0089 0.3241 -5.6832
C: 1.7984 -0.6975 -3.1538
C: 1.7690 -0.5878 -1.7778
Cl: 1.4253 -2.0352 -0.8930
N: -3.0765 0.3628 2.4824
C: -4.0684 -0.4940 2.1388
H: -6.8330 1.2352 3.0895
H: -5.0259 2.7585 3.8320
H: -1.7380 2.8951 1.2153
H: -0.6554 3.8926 2.1630
H: -0.5052 0.8651 1.8451
H: 0.4681 1.7393 2.9818
H: 1.3870 -0.0985 0.7628
H: 3.2054 0.9174 2.0491
H: 3.8584 1.6195 0.5555
H: 5.5042 0.0067 -0.8450
H: 6.4391 -2.3370 -0.3613
H: 3.3281 -1.6652 2.3980
H: 2.6813 2.6724 -1.4730
H: 2.6998 2.4158 -3.9719
H: 1.6075 -1.6377 -3.6549
H: -3.8259 -1.4508 1.6817